This record from the OMol25 dataset describes a 2-piece molecular cluster, C3H8NO4 overall in a non-equilibrium geometry. The level of theory is wB97M-V/def2-TZVPD.

Computed properties:
**E_tot**: -12921.3600 eV
**LUMO**: 3.745 eV
**Charge**: -1
**Frontier orbital gap**: 8.33 eV
**Spin multiplicity**: 1

Element x y z (Å)
1 O -2.21 1.31 1.47
2 C -1.96 0.47 0.47
3 O -2.88 -0.22 -0.10
4 C -0.53 0.28 -0.02
5 C -0.56 -0.73 -1.19
6 O 0.77 -0.95 -1.70
7 N 0.42 -0.05 1.03
8 H -0.18 1.20 -0.38
9 H -1.36 -0.54 -2.11
10 H -1.05 -1.66 -0.70
11 H 1.40 -0.93 -0.97
12 H 0.05 -0.88 1.50
13 H 0.35 0.72 1.75
14 H 2.68 1.05 -0.33
15 H 2.00 0.37 0.88
16 O 3.06 0.56 0.40